# 1
{
  "formula": "C12H37NO7",
  "method": "ωB97M-V/def2-TZVPD",
  "smiles": "COCCNCCOC.CCO.CCO.CCO.O.O",
  "e_homo_ev": -9.396,
  "de_lowest_ev": 1.896,
  "lumo_ev": 0.7,
  "homo_lumo_gap_ev": 10.098,
  "energy_ev": -28864.0869,
  "symbols": ["C", "O", "C", "C", "N", "C", "C", "O", "C", "H", "H", "H", "H", "H", "H", "H", "H", "H", "H", "H", "H", "H", "H", "H", "O", "H", "H", "O", "H", "H", "C", "C", "O", "H", "H", "H", "H", "H", "H", "C", "C", "O", "H", "H", "H", "H", "H", "H", "C", "C", "O", "H", "H", "H", "H", "H", "H"],
  "xyz": [[2.084, -1.422, 3.606], [1.413, -2.044, 2.589], [1.662, -1.491, 1.374], [0.997, -2.387, 0.308], [-0.485, -2.476, 0.411], [-1.045, -3.206, -0.688], [-2.542, -3.301, -0.481], [-2.615, -4.055, 0.677], [-3.884, -4.203, 1.233], [1.723, -0.427, 3.828], [3.146, -1.506, 3.338], [1.822, -1.881, 4.587], [2.720, -1.484, 1.122], [1.356, -0.456, 1.315], [1.499, -3.411, 0.344], [1.264, -1.982, -0.697], [-0.674, -2.986, 1.245], [-0.575, -4.198, -0.850], [-0.827, -2.634, -1.596], [-3.060, -3.795, -1.341], [-2.930, -2.282, -0.325], [-4.429, -3.262, 1.237], [-3.853, -4.582, 2.210], [-4.569, -4.883, 0.670], [-3.850, 1.384, -0.454], [-2.891, 1.159, -0.369], [-4.268, 1.047, 0.281], [-0.917, 0.397, 0.200], [-0.861, -0.517, 0.540], [-0.011, 0.692, 0.067], [1.216, 2.938, 1.872], [0.113, 3.542, 1.036], [0.597, 4.404, -0.024], [0.942, 2.073, 2.469], [1.825, 3.710, 2.290], [1.792, 2.328, 1.191], [-0.444, 4.226, 1.591], [-0.651, 2.853, 0.616], [1.268, 3.908, -0.517], [-2.222, 1.968, -3.941], [-1.140, 2.067, -2.823], [0.150, 2.513, -3.332], [-1.822, 1.256, -4.719], [-2.346, 2.982, -4.344], [-3.215, 1.665, -3.666], [-1.019, 1.048, -2.464], [-1.542, 2.702, -2.025], [0.030, 3.474, -3.501], [4.128, 0.747, 0.160], [3.247, 1.579, -0.720], [1.969, 0.982, -0.916], [3.790, 0.636, 1.228], [5.098, 1.347, 0.235], [4.360, -0.264, -0.222], [3.719, 1.621, -1.723], [3.153, 2.594, -0.353], [1.608, 1.292, -1.778]],
  "atomic_forces_ev_per_a": [[0.31, -0.36, 1.80], [-1.48, -1.24, 0.81], [-0.30, -0.70, -2.29], [0.41, -0.17, -0.62], [1.87, 0.58, 0.24], [0.05, 0.30, -1.43], [0.48, -0.09, -0.88], [-0.41, -0.93, 1.15], [-1.56, 0.17, -1.68], [0.27, 0.95, -0.69], [0.13, 0.54, 0.79], [0.59, -0.47, -0.83], [0.52, -0.10, 0.14], [-0.43, 0.48, -0.03], [-0.64, 0.99, 0.14], [-0.30, -0.09, 0.64], [-0.32, -0.30, 0.81], [-0.34, 0.14, 0.26], [-0.13, 0.00, -0.07], [0.26, 0.34, 0.51], [-0.16, -0.20, -0.10], [0.04, 0.44, 0.19], [0.53, -0.44, 1.39], [0.68, 0.12, -0.06], [2.41, 1.00, -2.68], [-0.90, 0.10, 0.14], [-1.29, -1.17, 2.57], [-0.40, 0.11, 0.15], [0.04, -0.11, -0.33], [0.18, -0.02, -0.12], [-0.32, -1.33, -1.67], [-0.45, -0.11, -1.20], [0.56, -0.72, 0.13], [-0.68, 0.67, 1.08], [0.37, 0.16, 0.72], [0.81, 0.32, -0.59], [-1.02, 1.06, 1.29], [0.83, -0.12, 0.30], [-0.27, 0.12, 0.04], [1.87, 0.33, -0.84], [-1.10, -0.58, -0.76], [-1.21, 0.75, 0.41], [-0.55, 0.91, 0.53], [0.09, -0.24, -0.40], [-0.23, -0.40, 0.73], [0.41, 0.11, 0.41], [0.51, -0.03, 0.03], [0.34, -0.93, 0.09], [1.56, 0.49, 1.50], [0.11, -0.61, -1.59], [-0.74, 0.15, -0.49], [-0.01, 0.19, -1.07], [-1.01, -0.99, -0.09], [-0.23, 0.60, -0.04], [0.01, 0.22, 0.51], [0.02, 0.28, 0.23], [0.23, -0.17, 0.80]]
}

***

# 2
{
  "formula": "C12H38B2N2Na",
  "method": "ωB97M-V/def2-TZVPD",
  "e_homo_ev": -5.274,
  "de_lowest_ev": 2.284,
  "lumo_ev": 2.3,
  "homo_lumo_gap_ev": 7.526,
  "energy_ev": -21806.9304,
  "charge": -1,
  "symbols": ["Na", "B", "H", "H", "H", "H", "B", "H", "H", "H", "H", "C", "C", "N", "C", "C", "C", "C", "H", "H", "H", "H", "H", "H", "H", "H", "H", "H", "H", "H", "H", "H", "H", "C", "C", "N", "C", "C", "C", "C", "H", "H", "H", "H", "H", "H", "H", "H", "H", "H", "H", "H", "H", "H", "H"],
  "xyz": [[-2.416, -31.862, -8.931], [-3.859, -30.115, -10.050], [-4.500, -29.349, -10.459], [-3.064, -30.190, -10.776], [-3.482, -29.771, -9.099], [-4.328, -31.084, -9.989], [-3.847, -31.921, -6.883], [-2.937, -32.500, -6.845], [-4.316, -32.149, -7.827], [-4.478, -32.144, -6.036], [-3.551, -30.883, -6.914], [-0.025, -31.675, -6.338], [-0.288, -30.507, -7.310], [0.049, -30.854, -8.723], [-0.206, -29.621, -9.517], [-0.233, -29.914, -11.024], [1.429, -31.392, -8.974], [2.660, -30.602, -8.466], [-0.658, -32.532, -6.568], [-0.398, -31.376, -5.358], [0.999, -32.045, -6.301], [-1.316, -30.165, -7.192], [0.347, -29.692, -6.964], [0.499, -28.808, -9.347], [-1.151, -29.188, -9.188], [-0.774, -30.824, -11.280], [0.772, -29.835, -11.439], [-0.744, -29.127, -11.580], [1.472, -32.407, -8.580], [1.526, -31.616, -10.036], [3.528, -31.025, -8.972], [2.658, -29.590, -8.870], [2.800, -30.708, -7.390], [-0.265, -35.123, -9.616], [-1.768, -35.222, -9.383], [-2.550, -34.212, -10.068], [-3.968, -34.327, -9.731], [-4.700, -35.575, -10.200], [-2.329, -34.122, -11.533], [-3.101, -33.041, -12.392], [0.278, -35.705, -8.872], [0.052, -34.090, -9.472], [0.122, -35.426, -10.589], [-2.152, -36.228, -9.555], [-1.997, -35.138, -8.320], [-4.062, -34.269, -8.647], [-4.476, -33.460, -10.153], [-4.760, -35.799, -11.265], [-4.359, -36.425, -9.608], [-5.725, -35.524, -9.834], [-2.415, -35.142, -11.909], [-1.255, -33.996, -11.669], [-3.044, -31.984, -12.132], [-4.159, -33.294, -12.449], [-2.781, -33.166, -13.427]],
  "atomic_forces_ev_per_a": [[-0.29, 0.23, -0.03], [-0.04, 0.15, -0.17], [-2.81, 2.83, -1.49], [3.59, -0.39, -2.90], [1.53, 1.18, 3.71], [-2.05, -3.68, 0.35], [-0.27, -0.02, 0.17], [3.92, -2.72, 0.41], [-2.13, -0.88, -3.41], [-2.40, -0.92, 3.26], [1.05, 4.12, 0.04], [-0.96, -0.05, -0.28], [1.61, -1.23, 0.36], [0.07, 1.09, 0.02], [-0.38, -0.56, -0.73], [0.00, 0.89, -0.03], [-0.64, -0.22, 0.56], [-0.43, -0.51, -1.06], [-0.06, -0.04, -0.28], [0.38, 0.07, 0.18], [0.13, 0.37, 0.09], [-0.13, -0.24, -0.43], [0.18, 0.47, -0.05], [0.59, -0.03, 0.30], [-0.26, -0.41, -0.13], [0.34, -0.13, 0.10], [0.22, -0.73, -0.03], [-0.37, 0.16, 0.32], [-0.08, 0.01, 0.52], [-0.16, 0.60, -0.20], [0.17, -0.35, 0.20], [-0.23, 0.30, 0.66], [-0.07, 0.49, -0.07], [0.20, 0.25, 0.37], [0.06, -0.22, -0.03], [-0.39, 1.12, -0.50], [-0.33, 0.27, -0.47], [-0.49, -0.59, 0.95], [0.73, 0.24, 0.31], [-0.15, -1.54, 0.31], [-0.08, -0.15, 0.06], [-0.03, 0.17, 0.01], [-0.39, -0.14, -0.12], [0.16, -0.48, -0.72], [0.24, 0.53, 0.22], [-0.02, 0.17, 0.00], [0.06, 0.18, 0.22], [0.38, 0.10, 0.01], [0.40, -0.42, -0.49], [-0.25, 0.42, -0.19], [-0.81, -0.22, -0.73], [0.13, 0.59, 0.06], [0.34, -0.21, 0.52], [-0.15, 0.05, 0.29], [0.38, 0.04, -0.03]]
}

***

# 3
{
  "formula": "C12H38BClNO8P2",
  "method": "ωB97M-V/def2-TZVPD",
  "e_homo_ev": -4.029,
  "de_lowest_ev": 0.619,
  "lumo_ev": 1.9,
  "homo_lumo_gap_ev": 5.947,
  "energy_ev": -62708.5895,
  "charge": -1,
  "symbols": ["C", "O", "C", "C", "C", "B", "P", "O", "Cl", "P", "N", "O", "O", "H", "H", "H", "H", "H", "H", "H", "H", "H", "H", "H", "H", "H", "H", "C", "C", "O", "H", "H", "H", "H", "H", "H", "C", "C", "O", "H", "H", "H", "H", "H", "H", "C", "C", "O", "H", "H", "H", "H", "H", "H", "C", "C", "O", "H", "H", "H", "H", "H", "H"],
  "xyz": [[-0.912, 1.367, -0.335], [-1.000, 1.399, 1.088], [-0.343, 0.288, 1.686], [0.100, 0.741, 3.124], [1.634, 1.069, 3.216], [2.125, 2.279, 2.209], [1.747, 4.029, 2.903], [2.633, 5.231, 2.102], [2.536, 4.097, 4.895], [3.976, 1.939, 1.740], [4.918, 3.218, 1.788], [4.016, 1.298, 0.152], [4.708, 0.760, 2.784], [-0.945, 2.422, -0.675], [-0.001, 0.850, -0.704], [-1.791, 0.816, -0.745], [0.505, -0.103, 1.088], [-1.079, -0.546, 1.821], [-0.550, 1.550, 3.503], [-0.067, -0.155, 3.773], [2.171, 0.111, 3.040], [1.826, 1.402, 4.264], [1.497, 2.181, 1.183], [2.143, 5.579, 1.359], [5.663, 3.003, 2.454], [3.334, 0.622, 0.074], [4.628, -0.044, 2.260], [6.465, 0.724, 6.519], [6.890, 2.113, 6.079], [7.317, 2.102, 4.724], [7.291, 0.018, 6.405], [6.143, 0.725, 7.563], [5.643, 0.360, 5.899], [7.725, 2.467, 6.685], [6.062, 2.821, 6.183], [6.573, 1.797, 4.189], [-4.627, -2.559, -1.026], [-3.963, -1.526, -0.135], [-3.579, -0.382, -0.893], [-3.954, -2.862, -1.824], [-4.916, -3.443, -0.453], [-5.518, -2.144, -1.502], [-3.061, -1.937, 0.321], [-4.640, -1.209, 0.666], [-4.373, -0.013, -1.286], [-6.548, -2.661, -5.763], [-5.677, -1.904, -4.779], [-4.911, -2.810, -3.990], [-7.220, -3.340, -5.235], [-7.145, -1.975, -6.368], [-5.934, -3.271, -6.431], [-6.295, -1.312, -4.101], [-4.994, -1.228, -5.302], [-4.363, -3.323, -4.590], [-0.838, -2.401, -4.968], [-1.628, -2.639, -6.241], [-2.404, -1.491, -6.575], [-1.509, -2.164, -4.140], [-0.248, -3.281, -4.702], [-0.162, -1.551, -5.087], [-2.317, -3.476, -6.112], [-0.959, -2.870, -7.076], [-1.799, -0.756, -6.699]],
  "atomic_forces_ev_per_a": [[-0.91, 0.06, -0.17], [0.92, -0.60, -0.90], [-0.82, 0.39, 1.72], [0.78, -1.34, -0.24], [-1.15, 0.59, 0.51], [0.65, -1.65, 0.00], [-0.95, 1.00, -0.19], [0.39, -0.97, 0.87], [0.27, 0.01, -0.68], [1.55, 1.90, 0.11], [-0.43, -1.45, 0.21], [0.35, -0.20, 1.58], [-0.93, 0.66, -1.54], [0.17, -0.64, 0.03], [-0.21, 0.50, 0.30], [0.65, 0.44, 0.16], [-0.24, 0.43, 0.21], [0.38, 0.35, -0.36], [0.32, -0.28, -0.44], [-0.07, 0.64, -0.18], [-0.15, 0.56, 0.17], [0.12, -0.57, -0.54], [-0.02, 0.41, -0.23], [-0.45, 0.04, -0.05], [0.16, 0.33, -0.37], [-0.32, 0.04, -0.13], [0.25, -0.46, 0.29], [0.00, -0.10, 0.09], [-0.29, -0.13, -0.33], [0.19, 0.00, 0.08], [0.03, 0.06, 0.05], [-0.03, -0.03, -0.03], [-0.05, 0.09, 0.05], [0.04, 0.04, -0.12], [0.00, -0.01, 0.17], [-0.01, 0.00, -0.08], [0.12, -0.06, 0.24], [-0.35, 0.06, -0.20], [0.10, -0.17, 0.07], [-0.01, 0.01, 0.05], [-0.05, 0.03, 0.00], [-0.02, -0.05, 0.04], [0.05, 0.18, -0.03], [0.06, -0.12, 0.11], [-0.04, 0.03, -0.04], [-0.12, 0.00, 0.01], [0.23, -0.21, -0.31], [-0.17, 0.07, 0.04], [-0.01, 0.08, 0.02], [0.02, -0.04, -0.03], [0.02, 0.11, -0.06], [0.10, -0.10, 0.12], [-0.11, 0.08, -0.03], [0.06, 0.01, -0.06], [-0.05, -0.05, 0.10], [0.29, 0.39, 0.10], [-0.32, -0.25, -0.07], [-0.01, -0.06, -0.03], [0.03, 0.05, 0.00], [0.06, -0.08, -0.04], [-0.08, 0.09, -0.10], [0.00, -0.19, 0.05], [0.02, 0.08, 0.03]]
}